# 1
This record from OMol25 describes a molecular structure, C26H30N5NiO9P2. The level of theory is ωB97M-V/def2-TZVPD.

```
73
Properties=species:S:1:pos:R:3:forces:R:3:mulliken_charge:R:1
Ni -0.356842 -0.172242 1.031059 -0.29 0.32 0.05 1.07
P -1.633069 -2.759556 1.248125 0.12 -0.01 -0.11 0.83
P 1.205124 -3.148155 0.775462 -0.30 0.08 -0.06 0.51
O -2.993675 -3.572055 1.449537 -0.04 0.03 0.14 -0.58
O -1.582054 -2.537426 -0.315662 -0.17 0.02 0.06 -0.58
O 2.453323 -4.059831 1.239515 0.13 -0.06 -0.03 -0.59
O -0.540563 -5.175080 0.910878 0.02 -0.04 -0.02 -0.61
O 4.873562 2.306304 -2.770673 0.02 -0.06 -0.01 -0.54
O 5.455940 2.889605 3.858866 -0.01 0.03 0.03 -0.52
O 1.342878 -1.777519 1.333973 0.13 0.11 -0.02 -0.39
O -1.598428 -1.552020 2.128491 -0.04 -0.14 -0.39 -0.84
O 0.945769 -3.398336 -0.691798 0.07 0.06 0.03 -0.92
N -2.006304 1.206074 -3.591381 -0.09 -0.13 0.01 -0.39
N 1.115281 1.022954 2.290148 -0.10 -0.09 -0.01 0.12
N -0.465022 1.167245 -5.438127 -0.18 -0.15 -0.03 -0.76
N 0.869723 0.653725 -0.381454 0.16 -0.18 -0.09 0.06
N -2.260908 0.776636 0.465721 -0.02 -0.35 0.23 -0.11
C -4.122850 0.424981 -1.068087 0.24 0.00 0.03 0.29
C -4.983400 0.791293 -0.022821 -0.11 0.00 0.04 -0.95
C 2.098136 2.102747 4.173348 -0.13 -0.07 0.10 -0.95
C 3.085993 2.651803 3.374731 0.06 0.04 -0.16 0.61
C -4.477957 1.160608 1.213822 -0.10 0.00 -0.05 -0.85
C -2.391171 -0.263827 -5.439761 -0.16 -0.08 0.12 -0.71
C -4.610377 -0.039436 -2.333055 0.07 0.07 -0.14 -0.88
C -0.939167 1.591388 -4.268456 0.03 0.04 0.15 -0.25
C 4.225108 1.057643 -3.008220 0.00 0.05 0.02 -0.71
C 2.078208 1.523025 1.515033 0.08 -0.07 -0.46 0.44
C 3.137991 1.291758 -0.755296 0.01 0.03 -0.19 -0.72
C -2.801518 0.231806 -4.158991 0.31 0.21 -0.09 1.16
C 3.035410 0.946803 -2.099980 0.11 0.05 0.12 0.89
C 1.129031 1.302198 3.584596 0.02 0.03 -0.05 -0.56
C -1.253550 0.209205 -6.007716 0.18 0.13 -0.04 -0.26
C -2.752812 0.433700 -0.714154 0.04 0.14 -0.18 0.80
C 0.775085 0.323913 -1.667910 0.09 0.12 0.14 -0.28
C -2.518450 1.550562 2.761417 0.01 -0.01 0.06 -1.05
C -0.109901 -4.191239 3.060248 -0.02 0.02 0.00 -1.86
C -3.112975 1.154711 1.443170 0.16 0.04 -0.05 0.85
C -3.989037 -0.232818 -3.571585 -0.24 -0.11 0.25 -0.72
C 2.033224 1.148637 0.060489 -0.06 0.10 0.49 0.63
C -0.272554 -3.936784 1.571482 0.00 -0.05 0.13 1.01
C 4.177579 3.508873 3.957778 -0.01 -0.02 -0.04 -0.82
C 1.825152 0.474038 -2.562516 -0.13 -0.11 -0.08 -1.53
C 3.066299 2.358159 2.015438 0.05 0.04 0.19 -0.54
H 0.330083 0.864121 4.172367 0.01 0.00 0.02 0.54
H -0.923577 -0.171891 -6.969958 0.03 0.01 0.00 0.38
H -0.996037 -4.692579 3.454471 0.00 0.00 -0.01 0.40
H 3.936388 3.752431 4.997561 0.03 -0.01 0.02 0.32
H 3.896024 0.969640 -4.046750 0.00 0.04 -0.02 0.38
H -5.647462 -0.363717 -2.297757 -0.02 0.02 -0.01 0.22
H -0.251049 -5.053998 -0.007294 -0.04 0.02 0.01 0.46
H 5.371227 1.982913 4.171983 0.00 -0.01 -0.01 0.34
H 4.262908 4.445206 3.405945 0.00 0.01 0.00 0.32
H 5.684036 2.324657 -3.286907 0.00 0.01 0.00 0.30
H 2.666601 -4.675958 0.528634 -0.03 0.00 0.05 0.34
H 4.075765 1.662278 -0.367145 0.00 -0.01 -0.02 0.38
H -2.002402 2.512712 2.691294 0.01 -0.01 -0.03 0.25
H -0.694460 -2.750531 -0.713253 0.07 0.01 0.09 0.42
H -2.039111 0.129058 -1.456240 0.06 -0.06 -0.08 -0.12
H -3.716507 -2.965806 1.661006 0.06 -0.03 0.04 0.38
H 1.671836 0.222076 -3.604738 0.00 0.01 0.00 0.35
H -2.977386 -1.027430 -5.937852 0.00 0.01 0.00 0.31
H 0.031294 -3.250775 3.591608 0.00 0.01 -0.03 0.33
H -4.578117 -0.834937 -4.259575 -0.01 -0.02 0.00 0.22
H 3.815094 2.784221 1.361628 0.00 0.01 0.03 0.41
H -3.293014 1.633254 3.525548 0.00 0.03 -0.01 0.37
H -1.789787 0.806415 3.087511 -0.03 -0.03 -0.04 -0.01
H -6.055289 0.789540 -0.193891 0.01 0.00 0.02 0.39
H -0.346917 2.367515 -3.783272 -0.01 0.01 -0.01 0.59
H 4.913559 0.230859 -2.797725 -0.01 -0.02 0.00 0.28
H -5.148744 1.453009 2.013731 -0.01 0.00 -0.01 0.34
H 2.068765 2.294378 5.239355 0.02 0.01 -0.01 0.33
H 0.758933 -4.828284 3.225179 -0.01 -0.01 -0.02 0.40
H -0.178885 -0.052448 -2.001145 -0.03 -0.05 -0.05 0.60
```
Forces are in eV/Å.

Calculated values
gap between HOMO and LUMO (spin up / spin down)	4.106 / 5.836	eV
spin multiplicity	3
<S²>	2.042
total charge	-1

---

# 2
This record from OMol25 describes C3H2ClNO in the gas phase in a non-equilibrium geometry. The level of theory is ωB97M-V/def2-TZVPD.

```
8
Properties=species:S:1:pos:R:3:forces:R:3:mulliken_charge:R:1
Cl 0.997341 -2.265586 0.535277 -0.02 0.11 -0.54 -0.17
O 0.741335 -1.244700 -1.892864 0.04 0.37 0.20 -0.37
N 0.491170 0.929922 1.033141 1.16 -1.53 -2.15 -0.38
C -0.846292 0.986472 0.377906 4.65 1.84 -3.20 -0.22
C 0.409964 0.193492 -0.025256 -2.66 3.50 3.22 0.24
C 0.731646 -0.985614 -0.742708 0.87 -1.81 0.07 0.41
H -1.017872 1.914294 -0.184420 -0.51 -0.59 0.42 0.20
H -1.507292 0.471720 0.898924 -3.52 -1.89 1.98 0.29
```
Forces are in eV/Å.

Calculated values
gap between HOMO and LUMO	9.819	eV

---

# 3
This record from OMol25 describes 2 unconnected molecules or ions with the total composition C7H5N2O2 in a non-equilibrium geometry. The level of theory is ωB97M-V/def2-TZVPD.

```
16
Properties=species:S:1:pos:R:3:forces:R:3:mulliken_charge:R:1
O -0.385143 -0.303687 2.510137 0.49 -0.26 0.27 -0.15
O 1.313620 1.685766 -0.067390 -0.98 1.16 0.70 -0.85
N -2.923606 2.935224 0.032971 1.11 -0.56 -0.21 -0.66
N 0.639958 -0.375955 -0.074065 -5.03 -1.04 0.03 0.27
C 1.901543 -0.781991 -0.325864 1.18 -4.69 -1.02 -1.22
C -2.021014 2.205939 -0.108210 0.50 -0.91 -0.06 0.06
C -0.510250 -1.090649 -0.487293 0.46 -0.34 0.74 -0.90
C 0.306667 0.916496 -0.067378 2.21 4.30 -0.89 0.70
C -1.584127 -0.299929 -0.486975 1.61 3.36 -0.32 -0.46
C -1.076006 1.110244 -0.306058 -1.65 -1.12 0.96 0.11
C 0.657610 -0.666858 2.249134 -0.66 0.16 0.79 0.01
H -0.405266 -2.110662 -0.693900 -0.03 -1.35 -0.21 0.46
H -2.545566 -0.341325 -0.879248 -1.58 -1.12 -0.26 0.51
H 2.116616 -1.724926 0.258002 0.07 0.84 -0.43 0.30
H 2.643516 -0.092459 -0.186722 1.45 1.92 0.64 0.36
H 1.871448 -1.065229 -1.367143 0.86 -0.34 -0.74 0.46
```
Forces are in eV/Å.

Calculated values
gap between HOMO and LUMO	6.950	eV
total charge	-1

---

# 4
This record from OMol25 describes a molecular structure, C28H30BCl2CoN10O4S in a non-equilibrium geometry. The level of theory is ωB97M-V/def2-TZVPD.

```
77
Properties=species:S:1:pos:R:3:forces:R:3:mulliken_charge:R:1
Co 0.055201 -0.562436 -0.363432 -0.33 1.49 0.77 -1.40
Cl -0.681732 3.035342 0.949621 -0.03 -0.03 0.00 -0.04
Cl -2.132563 0.812596 -0.364218 0.17 0.10 -0.08 0.15
S 0.036290 -6.869377 -2.697316 0.14 0.04 -0.11 1.20
O -0.270404 -6.924317 -4.104431 -0.05 -0.04 0.08 -0.72
O -4.148008 -5.262761 -0.852094 0.02 0.00 0.01 -0.57
O -4.620769 -3.630649 0.491118 -0.03 0.01 0.03 -0.59
O 1.091014 -5.977987 -2.260382 0.01 -0.08 -0.02 -0.76
N 8.411903 1.883911 0.474197 -0.02 -0.01 0.00 -0.54
N 1.529948 0.652261 -0.100957 0.18 -0.36 -0.06 0.63
N 0.300555 0.183256 -2.254949 0.10 -0.59 0.12 0.67
N -1.888837 -3.840773 -1.753748 -0.01 -0.03 -0.03 0.21
N -0.015693 -0.224883 1.681790 -0.25 -0.62 -0.54 0.77
N -1.168988 -1.950707 -0.900628 -0.38 -0.16 0.28 1.18
N -3.948650 -4.178030 -0.350332 0.04 0.03 -0.07 1.04
N 1.150696 -1.950782 0.116428 0.47 0.06 -0.54 -0.58
N 0.310859 0.282380 4.370927 0.01 -0.01 -0.01 -0.50
N 0.770933 1.578096 -4.584606 -0.01 -0.04 0.00 -0.50
C 6.550450 0.987663 -0.727390 0.00 0.01 -0.03 -0.52
C 5.677254 1.433605 0.258896 -0.03 0.02 0.00 0.26
C -2.326763 -2.292109 -0.244968 0.06 0.08 -0.07 -0.69
C -2.776448 -3.444994 -0.778520 -0.01 -0.13 0.07 -0.67
C -2.099212 2.580509 0.032911 0.13 0.15 0.02 -0.46
C 1.417617 0.916929 -2.405029 0.00 0.01 0.13 0.02
C -0.994261 -0.473979 2.539257 0.05 -0.09 0.01 -0.03
C 0.337708 -8.505122 -2.053575 -0.01 0.01 -0.07 -0.48
C 2.110380 0.624287 1.103763 -0.13 0.03 0.08 0.62
C 4.227772 1.196803 0.140389 -0.05 -0.01 -0.06 0.33
C 1.139775 0.276135 2.151269 0.04 0.06 -0.04 -0.18
C 1.007206 -9.383848 -3.104497 0.03 0.06 0.01 -1.19
C -1.459243 -6.305889 -1.884056 -0.02 -0.02 0.03 -0.75
C -0.574138 0.142256 -3.256811 0.08 -0.12 0.00 -0.44
C 1.539675 -2.896375 0.667872 -0.08 0.16 -0.08 0.10
C 3.589081 1.256701 -1.107766 0.03 0.11 0.07 -0.84
C 7.906370 1.232540 -0.568543 0.02 0.02 0.05 -0.48
C 6.202198 2.104234 1.357711 0.00 0.00 0.03 -0.55
C -1.955020 -5.044960 -2.604851 0.03 -0.08 0.05 -1.72
C -0.908915 -2.924405 -1.794439 0.07 0.01 0.03 0.87
C 1.287553 0.525993 3.504144 -0.04 -0.06 0.06 -0.30
C 3.452798 0.888487 1.263321 0.02 0.11 0.01 -0.61
C 2.247380 0.966637 -1.189982 -0.10 -0.06 -0.06 0.54
C -0.821047 -0.210228 3.896192 0.03 0.03 0.02 -0.61
C 0.281512 -3.043195 -2.672980 -0.06 0.12 -0.04 -1.00
C 7.573240 2.308813 1.413460 0.03 -0.02 -0.04 -0.44
C 1.638921 1.615325 -3.582230 0.00 -0.03 -0.04 -0.39
C -0.325471 0.847631 -4.427142 0.05 0.07 -0.03 -0.58
B 2.037005 -4.148389 1.414204 0.22 -0.25 0.12 0.52
H -0.630768 -8.904512 -1.749575 0.01 -0.03 -0.01 0.41
H -1.916724 -0.886338 2.159706 0.02 0.01 0.06 0.12
H 8.016501 2.837594 2.248353 -0.01 0.01 0.01 0.39
H 4.146266 1.524627 -1.994797 0.02 -0.02 0.01 0.73
H 2.205114 0.942298 3.901146 0.01 0.01 -0.02 0.44
H 8.617806 0.889020 -1.309450 -0.01 -0.01 -0.01 0.39
H 0.725324 -4.037140 -2.566968 0.00 0.03 0.03 0.18
H 2.519408 2.233446 -3.709248 0.01 -0.01 0.00 0.48
H -2.202618 -7.098188 -1.940297 -0.02 0.02 0.00 0.66
H 2.370615 -4.940016 0.565950 -0.06 0.03 0.01 -0.09
H 6.199148 0.428660 -1.585194 0.02 0.00 -0.01 0.51
H 0.963068 -8.352462 -1.175017 -0.05 -0.03 0.05 0.39
H 1.997814 -9.009360 -3.356437 0.00 0.00 0.00 0.34
H -2.769115 -1.720897 0.548689 -0.08 -0.01 -0.07 0.70
H -2.993601 2.766862 0.616003 -0.02 -0.05 -0.01 0.42
H 5.566747 2.494353 2.142292 0.01 0.01 0.00 0.49
H -1.466342 -0.453308 -3.123612 -0.01 0.01 0.01 0.55
H 0.012358 -2.907613 -3.723207 -0.02 0.01 0.00 0.53
H -1.205806 -6.118432 -0.840714 -0.07 -0.02 0.02 0.44
H -1.032668 0.826166 -5.246498 -0.01 -0.01 0.00 0.43
H -1.619091 -0.402825 4.601787 -0.01 -0.02 -0.02 0.45
H -2.106983 3.112364 -0.910671 -0.03 -0.04 -0.02 0.36
H 1.110975 -10.391200 -2.706290 0.02 0.00 0.01 0.38
H 2.964101 -3.800692 2.106650 -0.03 0.07 -0.03 -0.11
H 0.411382 -9.423363 -4.013154 -0.01 -0.03 0.01 0.36
H 1.027837 -2.307903 -2.394811 0.02 0.01 -0.03 0.05
H 3.914112 0.806684 2.237736 0.00 0.01 0.00 0.79
H 1.095173 -4.526682 2.076527 -0.07 0.06 -0.07 -0.12
H -1.362242 -4.842813 -3.494995 -0.01 0.00 0.00 0.85
H -2.984115 -5.176935 -2.915840 -0.02 0.07 -0.01 0.48
```
Forces are in eV/Å.

Calculated values
gap between HOMO and LUMO (spin up / spin down)	6.175 / 6.103	eV
total charge	+2